1.
A single C7H10O molecule, computed with the ωB97M-V functional and the def2-TZVPD basis.

Multiplicity: 1
DFT total energy: -9464.9479 eV
Energy relative to the best compared isomer or geometry (same formula, charge and spin): 3.613 eV
Charge: 0
LUMO: 0.0377 hartree

Atoms and positions in Å:
C1 -2.878 0.105 0.087
C2 -1.736 0.754 0.209
C3 -0.461 0.280 -0.583
C4 -0.311 0.989 -1.918
O1 -0.127 -1.062 -0.588
C5 0.669 -0.148 0.087
C6 1.722 -0.151 0.925
C7 2.351 -1.331 1.454
H1 -3.874 0.329 0.549
H2 -2.820 -0.700 -0.714
H3 -1.507 1.540 1.010
H4 -1.152 1.598 -1.852
H5 -0.198 0.356 -2.803
H6 0.581 1.534 -1.914
H7 2.049 0.808 1.266
H8 2.645 -2.002 0.654
H9 1.779 -1.888 2.210
H10 3.268 -1.010 1.918

Mulliken population analysis, charges in e, atoms 1 to 4:
1 C -0.552
2 C -0.424
3 C 1.352
4 C -1.349

***

2.
A molecular structure, C46H43Cl5N7O2SW, computed with the ωB97M-V functional and the def2-TZVPD basis.

Multiplicity: 1
DFT total energy: -138187.0075 eV
Energy relative to the best compared isomer or geometry (same formula, charge and spin): 3.831 eV
Charge: +1
LUMO (spin up / spin down): -0.1743 / -0.1744 hartree

Atoms and positions in Å:
W1 0.156 2.439 -0.030
N1 0.044 0.707 -1.395
C1 -1.322 0.479 -1.939
C2 -1.822 -0.792 -1.886
C3 -2.985 -1.157 -2.590
C4 -3.673 -0.189 -3.292
C5 -3.217 1.142 -3.180
C6 -1.969 1.458 -2.660
C7 -1.267 2.786 -2.883
C8 -1.631 3.515 -4.021
C9 -1.121 4.731 -4.284
C10 -0.145 5.293 -3.435
C11 0.091 4.768 -2.151
C12 -0.452 3.372 -1.947
H1 0.323 -0.059 -0.728
H2 0.744 0.749 -2.165
H3 -1.229 -1.451 -1.284
H4 -3.319 -2.217 -2.538
H5 -4.499 -0.440 -3.988
H6 -3.716 2.026 -3.550
H7 -2.480 3.190 -4.676
H8 -1.349 5.262 -5.206
H9 0.486 6.097 -3.772
H10 0.513 5.353 -1.383
N2 2.149 1.143 0.143
N3 3.234 1.793 0.915
C13 3.253 3.154 0.829
N4 4.121 3.951 1.550
S1 2.243 3.828 -0.408
H11 1.969 0.230 0.512
H12 2.518 0.958 -0.779
H13 3.963 1.262 1.372
H14 4.816 3.485 2.075
H15 3.674 4.784 2.013
Cl1 0.891 3.929 3.073
C14 0.053 4.908 1.884
C15 -0.674 4.256 0.836
C16 -1.720 4.991 0.305
Cl2 -3.141 4.204 -0.414
C17 -1.638 6.454 0.356
Cl3 -2.842 7.448 -0.378
C18 -0.727 7.111 1.151
Cl4 -0.252 8.823 0.902
C19 0.079 6.289 2.050
Cl5 1.063 7.078 3.172
O1 2.491 -0.663 -2.185
C20 2.364 -1.769 -1.634
N5 2.915 -2.965 -1.928
C21 2.327 -4.076 -1.217
C22 1.471 -3.158 -0.128
O2 0.970 -3.773 0.804
N6 1.433 -1.875 -0.525
C23 1.183 -4.682 -2.116
C24 0.110 -5.389 -1.511
C25 -0.728 -6.179 -2.298
C26 -0.642 -6.138 -3.663
C27 0.272 -5.257 -4.217
C28 1.111 -4.463 -3.476
C29 3.226 -5.056 -0.693
C30 3.076 -6.475 -0.728
C31 4.217 -7.235 -0.344
C32 5.376 -6.670 0.207
C33 5.404 -5.253 0.492
C34 4.361 -4.499 0.045
H16 3.652 -2.995 -2.647
H17 0.005 -5.295 -0.463
H18 -1.580 -6.623 -1.705
H19 -1.313 -6.748 -4.250
H20 0.310 -5.341 -5.298
H21 1.864 -3.787 -3.967
H22 2.152 -6.968 -1.034
H23 4.190 -8.332 -0.497
H24 6.141 -7.284 0.685
H25 6.360 -4.795 0.802
H26 4.435 -3.450 -0.033
C35 1.551 -1.477 3.298
C36 0.416 -0.428 3.358
C37 -0.323 -0.501 4.744
C38 -0.748 -0.486 2.318
C39 -1.499 -1.651 2.180
C40 -2.856 -1.644 1.875
C41 -3.566 -0.456 1.829
C42 -2.881 0.731 2.237
C43 -3.705 1.798 2.907
C44 -5.100 2.111 2.249
C45 -2.930 3.138 3.216
C46 -1.452 0.751 1.969
N7 -0.866 1.686 1.253
H27 1.277 -2.548 3.583
H28 2.329 -1.114 3.969
H29 2.037 -1.594 2.327
H30 0.964 0.578 3.234
H31 -0.655 -1.601 4.846
H32 -1.194 0.270 4.920
H33 0.422 -0.284 5.539
H34 -0.938 -2.553 2.266
H35 -3.363 -2.556 1.613
H36 -4.654 -0.433 1.761
H37 -3.989 1.419 3.886
H38 -5.765 1.214 2.226
H39 -5.138 2.361 1.137
H40 -5.534 2.927 2.834
H41 -2.710 3.561 2.263
H42 -1.989 2.964 3.684
H43 -3.487 3.871 3.831

Mulliken population analysis, charges in e, atoms 1 to 4:
1 W 0.685
2 N -0.092
3 C 0.282
4 C -0.365

***

3.
2 unconnected molecules or ions with the total composition C9H13NO3, computed with the ωB97M-V functional and the def2-TZVPD basis.

Multiplicity: 1
DFT total energy: -17171.0576 eV
Energy relative to the best compared isomer or geometry (same formula, charge and spin): 5.707 eV
Charge: 0
LUMO (spin up / spin down): -0.0058 / -0.0058 hartree

Atoms and positions in Å:
C1 0.126 -2.457 -0.746
C2 0.053 -0.972 -0.683
C3 1.444 -0.399 -0.761
C4 2.138 0.054 0.269
C5 1.494 0.061 1.568
C6 0.182 -0.218 1.756
C7 -0.573 -0.607 0.614
N1 -1.862 -0.883 0.674
O1 -2.590 -0.744 1.706
O2 -2.409 -1.385 -0.410
H1 0.670 -2.935 0.151
H2 0.727 -2.878 -1.603
H3 -0.877 -2.828 -0.860
H4 -0.522 -0.658 -1.558
H5 1.971 -0.538 -1.662
H6 3.257 0.370 0.246
H7 1.989 0.380 2.497
H8 -0.317 -0.116 2.809
H9 -3.229 -1.817 -0.227
C8 -0.427 2.900 -0.212
C9 -1.598 1.782 -0.329
O3 -1.849 1.338 -1.421
H10 0.244 2.877 -1.086
H11 0.200 2.836 0.713
H12 -0.872 3.887 -0.180
H13 -2.221 1.718 0.561

Mulliken population analysis, charges in e, atoms 1 to 4:
1 C -1.267
2 C 1.016
3 C -1.061
4 C -0.328

***

4.
2 unconnected molecules or ions with the total composition C3H9NS2, computed with the ωB97M-V functional and the def2-TZVPD basis.

Multiplicity: 1
DFT total energy: -26412.2086 eV
Energy relative to the best compared isomer or geometry (same formula, charge and spin): 5.468 eV
Charge: 0
LUMO: -0.1685 hartree

Atoms and positions in Å:
N1 1.184 0.020 1.512
C1 0.280 -0.083 0.386
C2 -0.787 -1.160 0.544
C3 1.079 -0.101 -0.957
S1 2.260 1.210 -1.147
S2 -2.358 1.212 -1.018
H1 2.054 0.423 1.151
H2 0.893 0.609 2.289
H3 -0.251 0.882 0.158
H4 -0.438 -2.185 0.452
H5 -1.442 -1.015 1.395
H6 -1.306 -0.914 -0.382
H7 1.574 -1.076 -1.073
H8 0.359 -0.013 -1.772
H9 -3.101 2.191 -1.538

Mulliken population analysis, charges in e, atoms 1 to 4:
1 N -0.537
2 C 0.521
3 C -0.949
4 C -0.723

***

5.
A molecular structure, C2H5ClN3OP3, computed with the ωB97M-V functional and the def2-TZVPD basis.

Multiplicity: 1
DFT total energy: -49056.9699 eV
Energy relative to the best compared isomer or geometry (same formula, charge and spin): 3.789 eV
Charge: 0
LUMO: -0.0389 hartree

Atoms and positions in Å:
C1 0.449 0.360 0.047
C2 1.372 -0.480 0.722
N1 -2.194 0.447 -0.633
N2 -1.013 -0.886 -2.352
N3 0.902 -2.291 -0.621
O1 1.490 -1.763 0.371
P1 -2.091 0.406 -2.194
P2 -1.474 -0.484 0.469
P3 -0.624 -2.267 -1.168
Cl1 -0.403 -3.684 -2.618
H1 0.581 1.352 0.361
H2 0.372 0.160 -1.007
H3 1.832 -0.123 1.661
H4 -0.774 -1.084 -3.242
H5 -1.806 0.286 1.567

Mulliken population analysis, charges in e, atoms 1 to 4:
1 C -1.105
2 C 0.155
3 N -0.208
4 N -0.390

***

6.
A gas-phase ion, C5H12N2 (charge -1), computed with the ωB97M-V functional and the def2-TZVPD basis.

Multiplicity: 2
DFT total energy: -8357.7478 eV
Energy relative to the best compared isomer or geometry (same formula, charge and spin): 0.561 eV
Expectation value of S²: 0.75
Charge: -1
LUMO (spin up / spin down): 0.1436 / 0.1409 hartree

Atoms and positions in Å:
C1 -2.377 0.637 0.919
C2 -2.211 -0.292 -0.309
C3 -0.847 -0.894 -0.442
C4 0.248 0.059 -1.028
N1 1.882 0.648 1.207
C5 2.323 -0.045 0.120
N2 1.554 -0.505 -0.805
H1 -1.766 0.469 1.793
H2 -2.356 1.650 0.519
H3 -3.435 0.660 1.205
H4 -2.976 -1.070 -0.312
H5 -2.419 0.338 -1.184
H6 -0.815 -1.747 -1.118
H7 -0.441 -1.229 0.528
H8 0.044 1.065 -0.617
H9 0.067 0.104 -2.100
H10 1.063 1.213 1.012
H11 2.607 1.033 1.813
H12 3.386 -0.216 -0.011

Mulliken population analysis, charges in e, atoms 1 to 4:
1 C -1.687
2 C -0.467
3 C -0.619
4 C -1.231

***

7.
A single H2NO2P molecule, computed with the ωB97M-V functional and the def2-TZVPD basis.

Multiplicity: 3
DFT total energy: -14902.9320 eV
Energy relative to the best compared isomer or geometry (same formula, charge and spin): 0.000 eV
Expectation value of S²: 2.01
Charge: 0
LUMO (spin up / spin down): 0.0358 / -0.0605 hartree

Atoms and positions in Å:
N1 1.090 0.421 0.320
O1 1.957 0.078 -0.452
O2 -0.711 -1.564 -0.527
P1 -0.503 -0.212 0.026
H1 -0.884 0.262 1.223
H2 -0.949 1.015 -0.591

Mulliken population analysis, charges in e, atoms 1 to 4:
1 N 0.059
2 O -0.248
3 O -0.510
4 P 0.510

***

8.
2 unconnected molecules or ions with the total composition C4H7NO, computed with the ωB97M-V functional and the def2-TZVPD basis.

Multiplicity: 1
DFT total energy: -7793.2649 eV
Energy relative to the best compared isomer or geometry (same formula, charge and spin): 6.380 eV
Charge: 0
LUMO (spin up / spin down): -0.0495 / -0.0487 hartree

Atoms and positions in Å:
C1 -1.577 -1.049 -0.587
N1 -0.229 -0.559 -0.781
C2 1.368 -0.063 1.602
C3 0.058 0.610 -0.363
C4 1.374 1.220 -0.749
O1 1.567 2.409 -0.663
H1 -1.555 -2.129 -0.417
H2 -2.132 -0.884 -1.519
H3 -2.119 -0.552 0.231
H4 0.687 0.528 2.256
H5 1.059 -1.111 1.807
H6 -0.652 1.263 0.168
H7 2.096 0.506 -1.183

Mulliken population analysis, charges in e, atoms 1 to 4:
1 C -0.731
2 N -0.384
3 C -0.398
4 C -0.217

***

9.
2 unconnected molecules or ions with the total composition C25H39N3O5S, computed with the ωB97M-V functional and the def2-TZVPD basis.

Multiplicity: 1
DFT total energy: -52097.1684 eV
Energy relative to the best compared isomer or geometry (same formula, charge and spin): 5.535 eV
Charge: 0
LUMO: 0.0129 hartree

Atoms and positions in Å:
C1 4.187 1.501 -3.641
C2 3.064 1.328 -2.582
C3 1.775 2.156 -2.911
N1 0.648 1.445 -2.308
C4 -0.577 2.224 -2.187
C5 -0.646 3.367 -3.186
N2 -0.571 4.107 -4.079
C6 -0.602 2.823 -0.742
O1 -0.169 1.832 0.170
C7 -0.992 1.657 1.259
C8 -2.366 1.575 1.237
C9 -3.110 1.381 2.394
C10 -4.633 1.334 2.272
C11 -2.469 1.242 3.602
C12 -1.077 1.314 3.631
C13 -0.342 1.509 2.489
C14 1.186 1.542 2.583
C15 1.782 2.946 2.326
C16 1.854 0.418 1.751
C17 -1.830 1.329 -2.525
S1 -3.397 2.305 -2.379
C18 -1.896 0.110 -1.681
N3 -1.871 -0.741 -0.890
C19 -1.758 0.860 -4.038
C20 -2.403 -0.506 -4.307
O2 -3.799 -0.553 -3.966
C21 -4.092 -1.740 -3.346
O3 -5.096 -2.348 -3.574
H1 5.151 1.579 -3.129
H2 4.179 0.649 -4.330
H3 3.962 2.410 -4.215
H4 2.769 0.276 -2.446
H5 3.396 1.655 -1.585
H6 1.709 2.263 -4.006
H7 1.918 3.118 -2.402
H8 0.484 0.546 -2.742
H9 -1.543 3.312 -0.470
H10 0.172 3.614 -0.737
H11 -2.916 1.678 0.302
H12 -4.913 0.436 1.712
H13 -5.052 1.353 3.287
H14 -5.019 2.235 1.776
H15 -3.030 1.064 4.518
H16 -0.587 1.176 4.594
H17 1.407 1.296 3.634
H18 2.714 3.049 2.905
H19 1.101 3.708 2.732
H20 2.025 3.123 1.271
H21 1.829 -0.523 2.317
H22 2.889 0.682 1.486
H23 1.339 0.212 0.803
H24 -3.331 3.072 -3.491
H25 -0.713 0.781 -4.380
H26 -2.247 1.616 -4.659
H27 -2.364 -0.657 -5.400
H28 -1.835 -1.352 -3.888
H29 -3.396 -2.174 -2.600
C22 0.548 -3.148 2.501
O4 1.709 -3.301 3.303
C23 1.657 -4.455 4.130
C24 2.516 -5.572 3.574
O5 1.976 -6.087 2.365
C25 2.670 -5.630 1.217
H30 0.737 -2.353 1.783
H31 0.310 -4.063 1.954
H32 -0.304 -2.860 3.126
H33 0.626 -4.791 4.268
H34 2.052 -4.163 5.109
H35 2.529 -6.396 4.294
H36 3.545 -5.232 3.429
H37 3.661 -6.093 1.165
H38 2.770 -4.542 1.214
H39 2.100 -5.932 0.339

Mulliken population analysis, charges in e, atoms 1 to 4:
1 C -1.228
2 C -0.251
3 C -0.914
4 N 0.047

***

10.
2 unconnected molecules or ions with the total composition C2H7ClN2O, computed with the ωB97M-V functional and the def2-TZVPD basis.

Multiplicity: 1
DFT total energy: -19734.0493 eV
Energy relative to the best compared isomer or geometry (same formula, charge and spin): 0.869 eV
Charge: 0
LUMO: 0.0296 hartree

Atoms and positions in Å:
C1 -0.737 -1.510 0.331
N1 -0.317 -0.894 -0.875
N2 0.545 -0.069 -1.022
O1 1.470 0.079 0.038
C2 2.395 1.135 -0.084
H1 -0.705 -2.516 0.061
H2 0.111 -1.205 1.168
H3 -1.752 -1.166 0.731
H4 1.979 1.833 0.621
H5 2.471 1.526 -1.092
H6 3.322 0.814 0.160
Cl1 -4.096 0.411 -0.037
H7 -4.687 1.561 -0.002

Mulliken population analysis, charges in e, atoms 1 to 4:
1 C -0.380
2 N -0.305
3 N -0.008
4 O -0.150

***

11.
2 unconnected molecules or ions with the total composition C11H25FNO4PS, computed with the ωB97M-V functional and the def2-TZVPD basis.

Multiplicity: 1
DFT total energy: -44331.6608 eV
Charge: 0
LUMO: 0.0119 hartree

Atoms and positions in Å:
C1 2.879 -1.185 -0.626
C2 3.458 0.201 -0.509
O1 4.047 0.535 0.493
N1 3.344 1.118 -1.617
C3 4.323 0.708 -2.642
C4 1.986 1.160 -2.152
C5 1.043 1.965 -1.254
C6 -0.150 1.114 -0.780
C7 -1.166 1.008 -1.902
P1 -2.482 -0.258 -1.652
S1 -4.113 1.289 -2.001
C8 -1.209 -1.697 -1.419
C9 -0.881 -2.140 -0.032
O2 -0.048 -2.978 0.256
F1 -1.560 -1.521 0.954
H1 2.998 -1.617 -1.605
H2 1.828 -1.194 -0.379
H3 3.373 -1.789 0.108
H4 5.103 1.444 -2.742
H5 3.867 0.599 -3.612
H6 4.811 -0.228 -2.402
H7 1.573 0.174 -2.361
H8 2.043 1.664 -3.102
H9 1.580 2.374 -0.416
H10 0.621 2.773 -1.828
H11 -0.587 1.559 0.100
H12 0.256 0.158 -0.482
H13 -1.653 1.962 -1.982
H14 -0.694 0.838 -2.857
H15 -2.987 -0.926 -2.781
H16 -3.095 -0.517 -0.421
H17 -4.906 0.629 -2.847
H18 -0.260 -1.394 -1.832
H19 -1.498 -2.566 -1.981
O3 -2.678 -1.777 5.091
C10 -1.645 -0.796 5.208
C11 -2.048 0.473 4.489
O4 -3.264 0.983 5.014
H20 -2.695 -2.078 4.178
H21 -1.530 -0.601 6.273
H22 -0.704 -1.190 4.813
H23 -1.284 1.242 4.604
H24 -2.185 0.266 3.418
H25 -3.812 0.217 5.214

Mulliken population analysis, charges in e, atoms 1 to 4:
1 C -0.687
2 C 0.435
3 O -0.568
4 N -0.081

***

12.
A molecular structure, C11H30BInO9P, computed with the ωB97M-V functional and the def2-TZVPD basis.

Multiplicity: 1
DFT total energy: -45457.9936 eV
Charge: -1
LUMO: 0.0763 hartree

Atoms and positions in Å:
C1 -4.483 2.176 -3.707
C2 -3.525 3.302 -3.283
O1 -2.263 2.762 -2.982
C3 -1.192 3.156 -3.861
In1 0.694 3.448 -2.629
C4 1.390 5.597 -2.837
O2 2.443 5.965 -1.909
O3 2.008 5.533 -0.614
B1 2.286 1.916 -3.328
O4 3.366 2.193 -4.155
O5 2.216 0.576 -3.000
C5 1.434 0.250 -1.861
H1 -4.937 1.755 -2.812
H2 -3.867 1.388 -4.132
H3 -5.251 2.523 -4.393
H4 -3.488 4.090 -4.036
H5 -3.896 3.758 -2.360
H6 -1.424 4.055 -4.433
H7 -0.979 2.345 -4.564
H8 0.251 3.098 -0.931
H9 1.757 5.856 -3.829
H10 0.544 6.249 -2.594
H11 2.713 4.942 -0.326
H12 3.697 3.070 -3.966
H13 1.636 -0.797 -1.630
H14 1.707 0.814 -0.976
H15 0.367 0.305 -2.073
O6 1.244 -1.963 1.256
P1 0.228 -2.742 2.022
O7 0.337 -2.000 3.488
C6 -0.241 -0.692 3.617
C7 -1.747 -0.659 3.442
O8 1.034 -4.141 2.225
C8 2.321 -4.365 1.653
C9 3.427 -3.761 2.490
O9 -1.235 -3.374 2.291
C10 -1.458 -4.639 2.937
C11 -0.910 -4.771 4.342
H16 0.231 -0.027 2.888
H17 0.025 -0.338 4.612
H18 -2.046 -0.973 2.440
H19 -2.121 0.354 3.589
H20 -2.239 -1.328 4.149
H21 2.350 -4.008 0.626
H22 2.451 -5.449 1.604
H23 3.227 -2.722 2.751
H24 4.377 -3.797 1.957
H25 3.529 -4.305 3.432
H26 -1.103 -5.443 2.295
H27 -2.543 -4.746 2.986
H28 0.139 -4.511 4.434
H29 -1.025 -5.806 4.671
H30 -1.458 -4.120 5.025

Mulliken population analysis, charges in e, atoms 1 to 4:
1 C -1.000
2 C -0.353
3 O -0.277
4 C -0.801

***

Question: Which value of charge does entry 11 give?
Answer: 0

***

Question: Number 1 is which compound?
Answer: C7H10O